# C11H15N

2 unconnected molecules or ions with the total composition C11H15N in a non-equilibrium geometry (wB97M-V/def2-TZVPD, OMol25).

CARTESIAN COORDINATES (ANGSTROEM)
1 C 2.80517 -1.33515 0.75696
2 C 1.68645 -0.54767 0.18692
3 C 1.78886 0.81982 -0.04640
4 N 0.62855 1.28843 -0.69983
5 C -0.22537 0.19176 -0.74921
6 C -1.44674 0.20928 -1.47704
7 C -1.84370 -1.00663 -1.91829
8 C -1.20958 -2.29723 -1.57630
9 C -0.04274 -2.22180 -0.87032
10 C 0.44051 -0.97300 -0.41828
11 H 2.96714 -1.09274 1.78624
12 H 3.71788 -1.01571 0.27448
13 H 2.58662 -2.43000 0.63377
14 H 2.62771 1.36858 0.34201
15 H 0.23232 2.20706 -0.69102
16 H -2.01466 1.13526 -1.75891
17 H -2.67301 -1.35525 -2.61720
18 H -1.55379 -3.21925 -1.99598
19 H 0.53795 -3.00910 -0.37884
20 C -0.54635 2.36083 2.81924
21 C -1.95292 2.21866 2.27386
22 H -0.64421 2.47696 3.87514
23 H 0.11331 1.49123 2.69192
24 H -0.05672 3.24998 2.40544
25 H -2.34909 1.18976 2.10580
26 H -2.79432 2.75734 2.74994
27 H -2.11571 2.58076 1.26252

structure (SMILES)	Cc1c[nH]c2ccccc12.CC
total charge	0
highest occupied orbital energy	-7.8	eV
energy	-482.8539	hartree
multiplicity	1
energy relative to the best compared isomer or geometry (same formula, charge and spin)	38.43	kcal per mole
orbital gap	8.76	eV

# C21H26N5O3

6 unconnected molecules or ions with the total composition C21H26N5O3 in a non-equilibrium geometry (wB97M-V/def2-TZVPD, OMol25).

CARTESIAN COORDINATES (ANGSTROEM)
1 O 0.35617 0.52677 0.34727
2 C 1.11948 -0.18641 -0.46765
3 O 1.78871 -1.19473 -0.13007
4 O 1.11484 0.09263 -1.71188
5 H 0.06964 1.15427 -0.32037
6 N 4.00952 -5.69352 -0.34203
7 C 3.04452 -5.06191 -1.20115
8 C 2.25071 -4.34668 -0.32841
9 C 2.66779 -4.52502 1.06813
10 C 3.91417 -5.19449 0.89119
11 H 4.79584 -6.23835 -0.66601
12 H 2.96348 -5.30100 -2.25123
13 H 1.44348 -3.69680 -0.63244
14 H 2.19921 -4.02580 1.90337
15 H 4.46476 -5.75273 1.63390
16 N -0.66349 3.57535 1.10431
17 C -0.80135 3.89102 -0.18836
18 C -2.16343 4.23658 -0.31548
19 C -2.80539 3.96673 0.92482
20 C -1.84861 3.47729 1.77757
21 H 0.20579 3.35227 1.56766
22 H 0.08888 3.98740 -0.79218
23 H -2.66521 4.53125 -1.22531
24 H -3.84289 4.15910 1.15497
25 H -1.84459 3.19503 2.82003
26 N -1.55635 0.13864 -4.66660
27 C -1.35386 0.87710 -5.83716
28 C -1.16797 2.16036 -5.34006
29 C -1.15691 2.19390 -3.92562
30 C -1.32065 0.89375 -3.55883
31 H -1.85722 -0.81734 -4.54133
32 H -1.32315 0.46578 -6.83530
33 H -1.26903 3.04734 -5.94788
34 H -1.19006 3.00675 -3.21528
35 H -1.61817 0.50173 -2.59747
36 N -1.30366 -2.20636 0.53371
37 C -1.84958 -2.98155 -0.46955
38 C -3.07173 -3.45931 -0.02232
39 C -3.38460 -2.82867 1.08981
40 C -2.26805 -2.07224 1.52428
41 H -0.38059 -1.80431 0.45364
42 H -1.29639 -3.18454 -1.37463
43 H -3.76950 -4.10990 -0.52853
44 H -4.40520 -2.91899 1.43130
45 H -2.05043 -1.46792 2.39252
46 N 2.06716 3.03042 4.68282
47 C 1.02214 2.17284 4.46145
48 C 1.02981 1.83139 3.19259
49 C 2.07176 2.51154 2.55943
50 C 2.67874 3.27899 3.45081
51 H 2.50105 3.28650 5.55818
52 H 0.46065 1.74668 5.27969
53 H 0.28540 1.17636 2.76459
54 H 2.15345 2.58240 1.48486
55 H 3.46074 4.02054 3.38028

total charge	-1
highest occupied orbital energy	-4.2	eV
energy	-1315.2678	hartree
multiplicity	1
energy relative to the best compared isomer or geometry (same formula, charge and spin)	60.29	kcal per mole
orbital gap	6.86	eV

# C3H7N3O2

A molecular structure, C3H7N3O2 in a non-equilibrium geometry (wB97M-V/def2-TZVPD, OMol25).

CARTESIAN COORDINATES (ANGSTROEM)
1 C -3.03786 0.03909 0.05666
2 C -1.64752 -0.49749 -0.10155
3 C 1.76771 0.54983 0.02848
4 H -4.03524 -0.91461 -0.34814
5 H -2.73777 1.10964 -0.37012
6 H -3.03575 0.09138 1.56649
7 H -1.45267 -1.60232 -0.58940
8 H 0.81499 2.18480 0.14346
9 H 3.80926 0.28839 -0.94266
10 H 1.72950 -1.79576 0.05268
11 N -0.63392 0.32533 0.23544
12 N 1.84071 1.81572 0.17813
13 N 2.75172 -0.21057 -0.43263
14 O 0.70181 -0.30432 -0.02296
15 O 3.16503 -1.07912 0.54612

total charge	0
highest occupied orbital energy	-8.4	eV
energy	-432.7901	hartree
multiplicity	1
energy relative to the best compared isomer or geometry (same formula, charge and spin)	334.27	kcal per mole
orbital gap	7.68	eV

# C33H51Br3O26P2S

A molecular structure, C33H51Br3O26P2S in a non-equilibrium geometry (wB97M-V/def2-TZVPD, OMol25).

CARTESIAN COORDINATES (ANGSTROEM)
1 C 2.89133 -0.75294 1.95517
2 C 3.07144 0.18611 0.74987
3 C 1.67403 0.43606 0.07664
4 C 1.17268 1.88745 0.13597
5 C 0.97012 2.48416 1.54322
6 C -0.48175 2.38520 2.04375
7 C -0.68469 1.11688 2.87360
8 C -2.18524 0.85579 3.08577
9 C -2.79667 0.17629 1.82384
10 C -3.97374 0.99461 1.23105
11 P -3.85412 1.22174 -0.62955
12 O -2.68686 0.12581 -0.97647
13 Br -2.89590 3.28678 -0.81926
14 C -5.38877 0.46246 1.56862
15 Br -6.19831 -0.59853 0.11027
16 O -5.45422 -0.21441 2.80147
17 S -4.65738 -1.62392 2.85704
18 O -4.38675 -1.85114 4.23797
19 O -5.36272 -2.70242 2.26167
20 C -3.09056 -1.31759 2.05440
21 P -1.74985 -2.18487 3.06532
22 O -0.49604 -2.26685 2.00452
23 Br -2.47796 -4.32442 3.18882
24 H 2.35014 -1.63896 1.63640
25 H 3.84755 -1.01140 2.40235
26 H 2.29736 -0.22569 2.69246
27 H 3.74752 -0.24722 0.01820
28 H 3.43093 1.16736 1.05033
29 H 1.83374 0.21575 -0.97880
30 H 0.95526 -0.27241 0.49108
31 H 1.88959 2.48900 -0.42526
32 H 0.23010 1.99350 -0.40821
33 H 1.29302 3.52035 1.58972
34 H 1.60026 1.93581 2.22864
35 H -0.80881 3.26865 2.59196
36 H -1.13669 2.32237 1.17324
37 H -0.15305 1.17736 3.82072
38 H -0.24437 0.31462 2.28504
39 H -2.37088 0.27319 3.98640
40 H -2.63253 1.83562 3.24812
41 H -2.00961 0.21316 1.07325
42 H -3.92294 2.00033 1.63388
43 H -2.65207 -0.01143 -1.93853
44 H -6.04111 1.31667 1.66999
45 H -3.14843 -1.79694 1.07280
46 H -0.73083 -1.89695 1.13562
47 C -2.30793 -6.09160 -0.11397
48 C -3.63471 -5.67702 -0.70778
49 O -3.24733 -4.64258 -1.62019
50 C -1.94919 -4.84238 -1.95298
51 O -1.38344 -4.25468 -2.81991
52 O -1.38711 -5.79281 -1.17307
53 H -2.26740 -7.14649 0.14591
54 H -2.05042 -5.49452 0.75911
55 H -4.11620 -6.48054 -1.26954
56 H -4.33276 -5.29498 0.03328
57 C 3.99565 0.68341 5.76172
58 C 4.16492 2.14123 6.13557
59 O 4.34468 2.76910 4.85774
60 C 3.77715 1.96171 3.92339
61 O 3.60227 2.25334 2.78694
62 O 3.43089 0.77223 4.45002
63 H 3.33141 0.14407 6.43170
64 H 4.94734 0.15234 5.70098
65 H 3.27586 2.55879 6.61090
66 H 5.02555 2.31920 6.77537
67 C 0.87402 4.72052 -4.16976
68 C 1.99586 3.72244 -4.35549
69 O 2.83782 3.99313 -3.23378
70 C 2.07840 4.57059 -2.26809
71 O 2.43461 4.76249 -1.15470
72 O 0.84978 4.89446 -2.75229
73 H -0.08519 4.35581 -4.52901
74 H 1.08772 5.68266 -4.63980
75 H 1.65022 2.68844 -4.29560
76 H 2.53932 3.86097 -5.28684
77 C -4.92897 -4.13747 -5.54120
78 C -4.08689 -5.22977 -4.93046
79 O -4.82618 -6.41151 -5.27480
80 C -5.57810 -6.13203 -6.36368
81 O -6.18336 -6.94346 -6.99025
82 O -5.55736 -4.80792 -6.64265
83 H -4.33664 -3.29240 -5.88456
84 H -5.69628 -3.77979 -4.86694
85 H -3.09187 -5.29158 -5.37465
86 H -3.99030 -5.13155 -3.85418
87 C -9.30355 -5.25281 -2.87041
88 C -8.58018 -5.85209 -4.05506
89 O -7.36024 -5.10040 -4.08046
90 C -7.14224 -4.62010 -2.82986
91 O -6.13219 -4.09979 -2.47746
92 O -8.22234 -4.81285 -2.04095
93 H -9.92509 -5.97130 -2.34295
94 H -9.91160 -4.38856 -3.14323
95 H -8.33943 -6.90657 -3.91325
96 H -9.12206 -5.73619 -4.98965
97 C 7.00847 2.56392 2.94832
98 C 7.00330 4.04057 2.65956
99 O 8.16149 4.49853 3.37511
100 C 9.00318 3.44586 3.51836
101 O 10.11985 3.52492 3.91778
102 O 8.40136 2.28729 3.14471
103 H 6.60982 1.97574 2.12517
104 H 6.46850 2.31178 3.85992
105 H 7.13256 4.25636 1.60091
106 H 6.10320 4.53529 3.01531
107 C 7.87684 5.67927 -2.78583
108 C 8.71971 5.45897 -1.54908
109 O 7.75258 5.01133 -0.59513
110 C 6.70418 4.47953 -1.27990
111 O 5.82117 3.86918 -0.77780
112 O 6.81414 4.73967 -2.60660
113 H 8.41542 5.47872 -3.70853
114 H 7.45458 6.68495 -2.83103
115 H 9.46937 4.67750 -1.68515
116 H 9.21110 6.36439 -1.20237

total charge	0
highest occupied orbital energy	-9.1	eV
energy	-12047.3486	hartree
multiplicity	1
orbital gap	9.11	eV

# C3H11N3O2

2 unconnected molecules or ions with the total composition C3H11N3O2 in a non-equilibrium geometry (wB97M-V/def2-TZVPD, OMol25).

CARTESIAN COORDINATES (ANGSTROEM)
1 N -2.12901 2.14889 0.46482
2 C -1.40912 2.25541 -0.77638
3 N -0.20269 1.35407 -0.70528
4 C -0.36554 0.00610 -0.69558
5 O -1.47637 -0.45553 -0.43743
6 C 0.76062 -1.01550 -0.81398
7 N 0.28968 -2.39059 -0.71818
8 H -1.70900 2.63441 1.23657
9 H -2.64715 1.32184 0.69231
10 H -1.08549 3.27669 -0.93653
11 H -2.07574 1.90404 -1.57499
12 H 0.68471 1.74190 -0.98988
13 H 1.59113 -0.99974 -0.07432
14 H 1.21536 -0.96371 -1.82552
15 H -0.38172 -2.61546 -1.44063
16 H -0.20373 -2.52264 0.15616
17 O 3.36298 -1.62109 2.74624
18 H 2.82240 -2.12379 2.11586
19 H 2.95867 -1.93530 3.57671

structure (SMILES)	NCNC(=O)CN.O
total charge	0
highest occupied orbital energy	-9.0	eV
energy	-435.6490	hartree
multiplicity	1
energy relative to the best compared isomer or geometry (same formula, charge and spin)	25.90	kcal per mole
orbital gap	9.69	eV